The following is a DFT calculation (ωB97M-V/def2-TZVPD) of 2 unconnected molecules or ions with the total composition C9H11NO2 in a non-equilibrium geometry.

Geometry as ORCA input:
```
! RIJCOSX wB97M-V def2-TZVPD def2/J DEFGRID3
* xyz 0 1
C 3.66 -0.34 0.19
C 1.35 0.01 -0.14
C 1.58 1.27 -0.04
C 0.49 2.17 0.00
C -0.77 1.68 -0.23
C -0.98 0.33 -0.17
C -2.38 -0.25 -0.11
C 0.07 -0.57 -0.21
C 0.03 -1.98 0.34
H 3.58 0.36 1.13
H 4.40 -1.06 0.09
H 3.91 0.54 -0.49
H 2.61 1.80 0.21
H 0.80 3.19 0.01
H -1.67 2.47 -0.31
H -3.12 1.03 1.36
H -4.04 -0.13 0.57
H -0.92 -2.40 0.32
H 0.35 -1.69 1.79
H 0.79 -2.75 -0.20
N -3.32 0.56 0.46
O 2.39 -1.00 -0.17
O -2.60 -1.40 -0.50
*
```

HOMO-LUMO gap   0.338 Ha
Molar mass   165.19 g mol⁻¹
Energy relative to the best compared isomer or geometry (same formula, charge and spin)   99.00 kcal per mole

Here are the natural (NBO) charges for atoms 1 to 4, given in e:
1 C -0.261
2 C 0.281
3 C -0.286
4 C -0.198

The following is a DFT calculation (ωB97M-V/def2-TZVPD) of 3 unconnected molecules or ions with the total composition C7H8NOS in a non-equilibrium geometry.

Geometry as ORCA input:
```
! RIJCOSX wB97M-V def2-TZVPD def2/J DEFGRID3
* xyz -1 1
C -1.08 -0.40 1.74
C -1.02 0.97 1.74
C -0.72 -1.16 0.70
C -0.68 1.61 0.57
C -0.31 -0.51 -0.45
C -0.33 0.90 -0.57
C 0.80 1.75 -2.61
N 2.00 1.56 -2.24
O 2.97 1.69 -3.05
S -0.84 -5.11 1.94
H -1.15 -0.99 2.69
H -1.32 1.50 2.55
H -0.73 -2.19 0.81
H -0.87 2.64 0.50
H 0.13 -1.16 -1.22
H 0.48 1.78 -3.69
H 2.33 1.44 -1.32
H 0.32 -4.33 1.92
*
```

HOMO-LUMO gap (spin up / spin down)   0.149 / 0.149 Ha
Molar mass   154.21 g mol⁻¹
Energy relative to the best compared isomer or geometry (same formula, charge and spin)   99.69 kcal per mole

Here are the natural (NBO) charges for atoms 1 to 4, given in e:
1 C -0.194
2 C -0.215
3 C -0.193
4 C -0.326

The following is a DFT calculation (ωB97M-V/def2-TZVPD) of a molecular structure, C25H32FO2Pt in a non-equilibrium geometry.

Geometry as ORCA input:
```
! RIJCOSX wB97M-V def2-TZVPD def2/J DEFGRID3
* xyz -1 3
O 0.63 1.64 -0.77
C 2.08 2.02 -1.05
C 1.69 2.91 -2.21
H 2.68 1.15 -1.36
H 2.51 2.53 -0.18
C 0.24 2.62 -1.81
H 1.95 2.53 -3.19
H 1.97 3.96 -2.08
C -0.57 2.02 -2.94
H -0.25 0.99 -3.17
H -0.41 2.63 -3.84
H -1.64 2.04 -2.70
C -0.35 3.85 -1.19
H 0.16 4.07 -0.24
H -1.43 3.75 -1.02
H -0.20 4.70 -1.88
Pt -0.32 0.19 0.69
C -1.26 1.73 3.54
C -0.56 0.51 3.58
C 0.54 0.55 2.61
H -0.72 -0.29 4.30
C 0.47 1.89 1.97
C -0.65 2.57 2.56
H -0.89 3.62 2.39
H -2.07 2.03 4.20
H 1.45 -0.04 2.64
H 1.34 2.37 1.53
C -4.01 -0.03 0.56
C -3.55 1.29 0.90
C -2.37 1.55 0.20
H -4.10 2.01 1.51
C -1.99 0.33 -0.58
C -3.09 -0.62 -0.30
H -3.18 -1.60 -0.79
H -4.97 -0.43 0.88
H -1.90 2.51 0.13
H -1.62 0.37 -1.61
O 2.56 -2.81 -3.03
C 1.46 -2.05 -2.48
C 1.98 -1.24 -1.29
H 0.65 -2.74 -2.17
H 1.03 -1.39 -3.26
C 3.27 -1.98 -0.82
H 1.23 -1.05 -0.48
H 2.25 -0.26 -1.67
C 3.55 -2.95 -1.98
H 3.14 -2.50 0.14
H 4.08 -1.26 -0.67
H 3.52 -4.00 -1.65
H 4.55 -2.76 -2.40
F -1.20 -5.66 2.73
C -0.98 -4.39 2.27
C 0.10 -4.17 1.42
C 0.26 -2.89 0.86
C -0.54 -1.83 1.29
C -1.58 -2.08 2.16
C -1.83 -3.36 2.67
H 0.77 -4.98 1.17
H 1.01 -2.75 0.10
H -2.23 -1.26 2.45
H -2.65 -3.55 3.35
*
```

⟨S²⟩   2.04
HOMO-LUMO gap (spin up / spin down)   0.157 / 0.214 Ha
Molar mass   578.61 g mol⁻¹
Energy relative to the best compared isomer or geometry (same formula, charge and spin)   0.00 kcal per mole

Here are the natural (NBO) charges for atoms 1 to 4, given in e:
1 O -0.573
2 C -0.044
3 C -0.468
4 H 0.188

The following is a DFT calculation (ωB97M-V/def2-TZVPD) of a gas-phase ion, C14H18N (charge +1) in a non-equilibrium geometry.

Geometry as ORCA input:
```
! RIJCOSX wB97M-V def2-TZVPD def2/J DEFGRID3
* xyz 1 1
N 0.58 2.55 0.07
C 0.19 1.09 0.01
C 1.47 0.31 0.02
C 2.11 0.00 -1.27
C 3.30 -0.66 -1.28
C 3.99 -0.90 -0.07
C 3.34 -0.61 1.15
C 2.17 0.05 1.14
C -1.21 0.78 0.85
C -1.65 -0.67 1.15
C -3.08 -0.69 0.79
C -3.14 -0.63 -0.73
C -1.63 -0.58 -1.12
C -0.98 -1.43 0.02
C -1.15 0.79 -0.68
H 0.16 2.84 -0.87
H 1.53 2.71 -0.07
H 0.08 3.05 0.79
H 1.52 0.35 -2.15
H 3.86 -0.99 -2.19
H 4.91 -1.41 -0.27
H 3.72 -1.00 2.08
H 1.63 0.20 2.10
H -1.62 1.48 1.52
H -1.33 -0.97 2.17
H -3.71 0.07 1.33
H -3.59 -1.64 1.13
H -3.60 -1.53 -1.19
H -3.52 0.38 -1.13
H -1.39 -0.79 -2.17
H -1.27 -2.45 -0.04
H 0.07 -1.36 0.16
H -1.75 1.64 -1.23
*
```

HOMO-LUMO gap   0.346 Ha
SMILES string   [NH3+][C@@]1(c2ccccc2)[C@@H]2[C@H]3CC[C@H](C3)[C@@H]21
Molar mass   200.30 g mol⁻¹
Energy relative to the best compared isomer or geometry (same formula, charge and spin)   65.71 kcal per mole

Here are the natural (NBO) charges for atoms 1 to 4, given in e:
1 N -0.691
2 C 0.167
3 C -0.137
4 C -0.200

The following is a DFT calculation (ωB97M-V/def2-TZVPD) of a molecular structure, C52H47BiBrClN7P.

Geometry as ORCA input:
```
! RIJCOSX wB97M-V def2-TZVPD def2/J DEFGRID3
* xyz 0 1
Bi 0.09 0.72 -0.49
N -2.96 -2.78 0.12
C -1.96 -1.99 -0.31
N -1.88 -0.73 -0.03
C -2.78 -0.17 0.88
N -2.51 0.94 1.48
N -1.29 1.46 1.19
C -0.88 2.47 1.97
C 0.42 2.96 1.81
C 0.98 3.92 2.69
C 2.30 4.23 2.59
C 3.10 3.58 1.63
C 2.50 2.69 0.78
N 1.18 2.41 0.82
C -4.00 -0.92 1.19
C -5.08 -0.37 1.89
C -6.17 -1.16 2.21
C -6.19 -2.50 1.84
C -5.14 -3.06 1.14
C -4.05 -2.26 0.82
H -2.90 -3.77 -0.09
H -1.19 -2.46 -0.92
H -1.54 2.83 2.75
H 0.34 4.37 3.44
H 2.74 4.96 3.27
H 4.16 3.76 1.55
H 3.06 2.16 0.02
H -5.03 0.67 2.18
H -7.00 -0.73 2.76
H -7.05 -3.12 2.10
H -5.15 -4.10 0.85
C 2.52 -3.21 4.15
C 3.66 -3.07 3.17
C 4.84 -3.76 3.47
C 5.94 -3.72 2.64
C 5.89 -2.99 1.46
C 4.74 -2.28 1.17
C 3.61 -2.31 2.00
P 2.25 -1.27 1.31
C 1.21 -0.80 2.74
C -0.13 -1.17 2.89
C -0.90 -0.72 3.94
C -0.34 0.14 4.88
C 0.98 0.53 4.74
C 1.77 0.07 3.69
C 3.21 0.49 3.63
C 1.30 -2.43 0.29
C 0.67 -3.55 0.84
C 0.00 -4.49 0.09
C 0.01 -4.34 -1.31
C 0.65 -3.28 -1.90
C 1.37 -2.28 -1.15
C 2.02 -1.25 -1.82
H 2.60 -4.16 4.67
H 1.54 -3.16 3.67
H 2.55 -2.41 4.90
H 4.87 -4.35 4.38
H 6.83 -4.28 2.90
H 6.74 -2.95 0.79
H 4.70 -1.68 0.26
H -0.56 -1.84 2.16
H -1.93 -1.03 4.03
H -0.94 0.50 5.71
H 1.42 1.20 5.47
H 3.38 1.38 4.23
H 3.52 0.70 2.61
H 3.87 -0.30 4.00
H 0.70 -3.68 1.92
H -0.46 -5.36 0.56
H -0.47 -5.08 -1.94
H 0.68 -3.21 -2.98
H 2.01 -1.23 -2.90
H 2.69 -0.58 -1.31
Cl -3.12 2.52 -6.59
C -2.57 1.71 -5.06
C -1.71 0.55 -5.47
C -1.86 -0.67 -4.97
C -2.93 -0.99 -4.02
C -3.03 -2.18 -3.43
C -3.92 0.07 -3.79
C -3.79 1.29 -4.30
H -0.94 0.77 -6.20
H -1.20 -1.47 -5.27
H -2.30 -2.96 -3.61
H -3.85 -2.40 -2.76
H -4.80 -0.19 -3.21
H -4.55 2.04 -4.16
C 1.09 4.51 -1.68
C 1.97 3.50 -2.34
N 1.95 2.20 -2.16
C 2.93 1.69 -2.99
C 3.54 2.69 -3.67
N 2.92 3.84 -3.25
H 0.14 4.04 -1.41
H 0.88 5.35 -2.35
H 1.55 4.89 -0.77
H 3.12 0.63 -3.04
H 4.33 2.70 -4.39
H 3.12 4.78 -3.56
Br -3.19 5.27 -4.57
C -2.57 3.80 -3.56
C -1.72 2.76 -4.22
C -0.92 2.02 -3.18
C -1.21 2.00 -1.86
C -2.30 2.79 -1.39
C -2.89 3.74 -2.24
H -1.05 3.22 -4.95
H -0.07 1.46 -3.56
H -2.61 2.75 -0.36
H -3.58 4.47 -1.83
*
```

HOMO-LUMO gap (spin up / spin down)   0.191 / 0.180 Ha
Molar mass   1125.31 g mol⁻¹
Energy relative to the best compared isomer or geometry (same formula, charge and spin)   0.00 kcal per mole

Here are the Löwdin charges for atoms 1 to 4, given in e:
1 Bi 1.848
2 N 0.145
3 C -0.172
4 N 0.008

The following is a DFT calculation (ωB97M-V/def2-TZVPD) of 2 unconnected molecules or ions with the total composition C38H43N3O4 in a non-equilibrium geometry.

Geometry as ORCA input:
```
! RIJCOSX wB97M-V def2-TZVPD def2/J DEFGRID3
* xyz 0 1
C 3.39 -5.48 0.39
O 3.01 -4.36 1.20
C 1.74 -3.87 1.08
C 1.49 -2.69 1.83
C 0.46 -1.86 1.46
C -0.34 -2.15 0.31
C -1.35 -1.26 -0.17
C -1.77 -0.09 0.44
C -3.20 0.28 0.67
N -4.25 -0.83 0.72
C -4.75 -1.23 1.92
C -5.79 -2.13 2.01
C -6.36 -2.66 0.83
N -7.34 -3.64 0.88
C -8.77 -3.38 0.85
C -7.03 -5.04 1.11
C -5.86 -2.19 -0.41
C -4.79 -1.31 -0.42
C -0.76 0.98 0.62
C -1.16 2.20 1.39
O 0.39 0.85 0.15
C -0.16 -3.41 -0.32
C 0.81 -4.30 0.11
H 4.46 -5.59 0.60
H 2.84 -6.38 0.68
H 3.25 -5.27 -0.68
H 2.20 -2.44 2.62
H 0.27 -0.95 2.04
H -1.92 -1.63 -1.04
H -3.31 0.80 1.63
H -3.54 0.97 -0.13
H -4.28 -0.78 2.79
H -6.17 -2.41 2.99
H -8.98 -2.33 0.65
H -9.22 -4.00 0.06
H -9.23 -3.67 1.81
H -5.95 -5.21 1.07
H -7.43 -5.36 2.08
H -7.53 -5.64 0.32
H -6.27 -2.54 -1.35
H -4.34 -0.94 -1.34
H -1.75 1.93 2.28
H -0.26 2.74 1.71
H -1.77 2.85 0.73
H -0.82 -3.69 -1.14
H 0.91 -5.29 -0.35
C 2.12 -1.92 -3.01
C 3.25 -1.24 -2.25
C 3.02 -1.37 -0.76
C 4.61 -1.83 -2.62
O 3.35 0.18 -2.67
C 2.23 0.99 -2.51
C 2.27 1.72 -1.22
N 2.16 2.99 -1.29
C 2.53 4.02 -0.55
C 1.87 5.28 -0.87
C 2.07 6.48 -0.16
C 1.28 7.59 -0.45
C 0.32 7.54 -1.47
C 0.18 6.37 -2.24
C 0.95 5.26 -1.93
C 3.55 3.88 0.51
C 3.32 4.28 1.85
C 4.29 4.06 2.83
C 5.55 3.54 2.49
C 5.80 3.18 1.15
C 4.79 3.31 0.19
O 1.39 1.17 -3.37
H 2.45 -2.10 -4.04
H 1.86 -2.89 -2.56
H 1.22 -1.30 -3.04
H 3.75 -0.80 -0.17
H 1.99 -1.07 -0.48
H 3.13 -2.43 -0.47
H 5.41 -1.21 -2.18
H 4.71 -2.86 -2.25
H 4.72 -1.83 -3.71
H 2.47 1.16 -0.31
H 2.83 6.52 0.62
H 1.38 8.50 0.15
H -0.36 8.37 -1.64
H -0.55 6.29 -3.04
H 0.84 4.33 -2.50
H 2.36 4.73 2.11
H 4.08 4.32 3.88
H 6.32 3.41 3.25
H 6.78 2.78 0.87
H 4.98 2.98 -0.83
*
```

HOMO-LUMO gap   0.074 Ha
Molar mass   605.78 g mol⁻¹
Energy relative to the best compared isomer or geometry (same formula, charge and spin)   83.44 kcal per mole

Here are the Löwdin charges for atoms 1 to 4, given in e:
1 C -0.066
2 O -0.102
3 C -0.291
4 C -0.008

The following is a DFT calculation (ωB97M-V/def2-TZVPD) of a molecular structure, C45H39F12N2O3TeV in a non-equilibrium geometry.

Geometry as ORCA input:
```
! RIJCOSX wB97M-V def2-TZVPD def2/J DEFGRID3
* xyz -1 4
V -0.38 -0.09 0.36
C 0.90 -5.52 3.35
C 0.82 -4.05 3.01
C 0.31 -3.12 3.91
C 0.25 -1.78 3.59
C 0.70 -1.29 2.36
N 0.56 0.05 1.99
C 0.59 1.13 2.86
C 1.22 1.05 4.11
C 1.22 2.10 5.01
C 0.61 3.31 4.71
C 0.58 4.46 5.69
C 0.07 3.44 3.43
C 0.06 2.41 2.50
C -0.47 2.65 1.07
O -1.18 1.58 0.57
C -1.45 3.87 0.94
F -2.44 3.75 1.84
F -0.90 5.08 1.12
F -2.03 3.89 -0.27
C 0.75 2.97 0.13
F 0.37 3.03 -1.16
F 1.68 2.01 0.21
F 1.36 4.13 0.42
C 1.18 -2.24 1.41
C 1.24 -3.59 1.78
C 1.69 -1.80 0.00
O 0.92 -0.84 -0.64
C 1.72 -2.99 -1.03
F 1.91 -2.53 -2.27
F 2.69 -3.91 -0.81
F 0.55 -3.64 -1.03
C 3.15 -1.26 0.16
F 3.21 -0.22 0.99
F 3.65 -0.86 -1.02
F 3.98 -2.19 0.66
H 0.27 -5.76 4.21
H 1.92 -5.82 3.59
H 0.56 -6.14 2.51
H -0.07 -3.45 4.87
H -0.21 -1.08 4.28
H 1.72 0.13 4.37
H 1.71 1.97 5.97
H 0.68 4.10 6.71
H -0.36 5.01 5.62
H 1.39 5.17 5.50
H -0.35 4.40 3.17
H 1.63 -4.32 1.09
C -5.33 1.81 -7.38
C -4.74 1.41 -6.06
C -5.12 0.24 -5.42
C -4.57 -0.16 -4.20
C -5.09 -1.44 -3.58
C -3.57 0.63 -3.62
Te -2.50 0.10 -1.67
N -2.22 -0.78 0.26
C -2.91 -0.63 1.43
O -2.32 -0.56 2.51
C -4.43 -0.70 1.51
C -5.33 -0.34 0.51
C -6.70 -0.44 0.70
C -7.21 -0.89 1.91
C -6.33 -1.23 2.93
C -4.96 -1.13 2.73
C -1.99 -1.76 -2.58
C -1.08 -1.73 -3.65
C -0.41 -0.48 -4.19
C -0.71 -2.92 -4.27
C -1.21 -4.15 -3.85
C -0.76 -5.43 -4.50
C -2.09 -4.16 -2.79
C -2.49 -3.00 -2.13
C -3.45 -3.18 -0.97
C -3.21 1.85 -4.22
C -2.20 2.81 -3.62
C -3.79 2.21 -5.43
H -6.10 1.11 -7.70
H -4.57 1.85 -8.16
H -5.79 2.81 -7.32
H -5.89 -0.39 -5.87
H -6.12 -1.62 -3.89
H -5.07 -1.38 -2.49
H -4.48 -2.30 -3.87
H -4.96 0.04 -0.44
H -7.38 -0.15 -0.10
H -8.28 -0.98 2.05
H -6.71 -1.57 3.88
H -4.26 -1.37 3.52
H -0.67 0.42 -3.65
H -0.68 -0.33 -5.24
H 0.67 -0.59 -4.12
H 0.00 -2.88 -5.08
H -0.27 -5.24 -5.46
H -1.60 -6.11 -4.66
H -0.04 -5.95 -3.86
H -2.49 -5.11 -2.44
H -4.22 -3.91 -1.25
H -3.94 -2.26 -0.67
H -2.91 -3.56 -0.10
H -2.10 2.72 -2.54
H -2.48 3.84 -3.84
H -1.20 2.64 -4.05
H -3.49 3.15 -5.90
*
```

⟨S²⟩   3.77
HOMO-LUMO gap (spin up / spin down)   0.240 / 0.214 Ha
Molar mass   1062.34 g mol⁻¹

Here are the Löwdin charges for atoms 1 to 4, given in e:
1 V 0.873
2 C -0.058
3 C -0.270
4 C -0.036

The following is a DFT calculation (ωB97M-V/def2-TZVPD) of 2 unconnected molecules or ions with the total composition C15H26Br2O7S2 in a non-equilibrium geometry.

Geometry as ORCA input:
```
! RIJCOSX wB97M-V def2-TZVPD def2/J DEFGRID3
* xyz 0 1
C 0.98 -3.08 3.80
C 1.34 -1.93 2.72
C 2.32 -0.84 3.41
O 1.86 0.51 3.25
C 2.31 1.08 2.05
O 3.25 0.69 1.36
C 1.54 2.41 1.59
S 1.08 2.40 -0.20
C -0.73 2.02 -0.34
O -1.26 2.30 -1.42
O -1.30 1.40 0.77
C -2.74 1.32 0.72
C -3.17 0.70 2.15
Br -3.68 3.07 0.62
C -3.29 0.25 -0.37
C -2.23 -0.90 -0.69
C -2.73 -1.98 -1.75
Br -4.64 -2.47 -1.61
O 1.96 -2.62 1.61
C 1.87 -1.89 0.42
O 0.96 -1.12 0.10
C 3.04 -2.13 -0.66
S 2.20 -2.77 -2.22
H -0.06 -3.46 3.50
H 1.70 -3.95 3.72
H 0.88 -2.68 4.85
H 0.36 -1.42 2.48
H 2.25 -1.07 4.53
H 3.42 -1.01 3.15
H 2.28 3.26 1.75
H 0.63 2.59 2.25
H -2.93 1.53 2.90
H -2.57 -0.22 2.42
H -4.30 0.55 2.21
H -4.21 -0.22 0.11
H -3.62 0.80 -1.31
H -1.23 -0.50 -1.08
H -1.96 -1.48 0.26
H -2.08 -2.92 -1.64
H -2.52 -1.60 -2.81
H 3.81 -2.87 -0.28
H 3.55 -1.13 -0.86
H 1.33 -3.78 -1.79
C 1.31 3.24 -4.37
C 0.31 2.21 -4.84
O 0.16 1.19 -3.86
H 2.28 2.77 -4.19
H 1.44 4.03 -5.12
H 0.99 3.70 -3.43
H 0.64 1.74 -5.77
H -0.67 2.67 -5.01
H -0.14 1.61 -3.04
*
```

HOMO-LUMO gap   0.355 Ha
SMILES string   C[C@@H](COC(=O)CSC(=O)O[C@@](C)(Br)CCCBr)OC(=O)CS.CCO
Molar mass   542.31 g mol⁻¹

Here are the natural (NBO) charges for atoms 1 to 4, given in e:
1 C -0.634
2 C 0.059
3 C -0.118
4 O -0.513